1.
A structure of composition C33H45Br2GaO2S5Se. Source: OMol25; level of theory: ωB97M-V/def2-TZVPD.

The gap between HOMO and LUMO comes out at 7.82 eV. As for the charge: 0. The highest occupied orbital energy comes out at -7.8 eV. The value obtained for the total energy is -351033.1557 eV.

Last column: Löwdin charge in e.
Geometry (Å):
Ga (1.67643, 0.90369, 1.84695)  0.104
C (-1.97947, 2.60099, -4.26765)  -0.061
C (-2.75947, 2.99119, -3.01045)  -0.556
C (-3.08777, 4.48809, -3.08025)  -0.040
C (-4.05457, 2.16739, -2.98785)  -0.040
C (-1.96087, 2.72389, -1.74495)  -0.171
C (-0.66257, 2.25559, -1.76075)  -0.059
C (-0.00057, 2.00249, -0.56895)  -0.367
Se (1.78943, 1.28259, -0.67805)  1.238
C (1.27673, -0.57571, -0.86135)  -0.362
C (0.96553, -1.00941, -2.14135)  -0.063
C (0.56883, -2.31441, -2.35315)  -0.169
C (0.59213, -3.16141, -1.24585)  0.034
C (0.92123, -2.76471, 0.03905)  -0.074
C (1.22833, -1.40231, 0.26685)  -0.310
O (1.46433, -0.91341, 1.49385)  -0.158
C (0.98633, -3.77991, 1.17635)  -0.523
C (2.40073, -3.74431, 1.76295)  -0.068
C (0.71193, -5.21511, 0.71335)  -0.060
C (-0.03387, -3.40691, 2.26075)  -0.025
C (0.17283, -2.84481, -3.72485)  -0.553
C (0.00183, -1.71111, -4.74025)  -0.062
C (1.27543, -3.78781, -4.22595)  -0.039
C (-1.16437, -3.59561, -3.63205)  -0.044
C (-0.57907, 2.21239, 0.68725)  -0.314
O (0.07783, 1.91019, 1.81115)  -0.234
C (-1.89147, 2.74389, 0.70945)  -0.074
C (-2.52847, 2.97179, -0.49745)  0.033
C (-2.58877, 3.06879, 2.02815)  -0.522
C (-3.99927, 3.63979, 1.84785)  -0.064
C (-1.75337, 4.13149, 2.75265)  -0.045
C (-2.70527, 1.79219, 2.87285)  -0.035
H (-2.58327, 2.79889, -5.14975)  0.086
H (-1.73847, 1.54019, -4.25795)  0.075
H (-1.06077, 3.17509, -4.35415)  0.085
H (-3.63607, 4.71109, -3.99225)  0.083
H (-2.16937, 5.07189, -3.07545)  0.091
H (-3.69407, 4.80099, -2.23435)  0.077
H (-4.60897, 2.31929, -3.91165)  0.084
H (-4.69867, 2.44959, -2.15995)  0.076
H (-3.82297, 1.10779, -2.89865)  0.090
H (-0.14357, 2.06169, -2.68675)  0.092
H (1.03693, -0.29191, -2.94225)  0.091
H (0.32943, -4.19241, -1.40545)  0.095
H (3.14503, -3.94691, 0.99465)  0.091
H (2.50523, -4.48351, 2.55445)  0.087
H (2.59133, -2.76141, 2.17775)  0.037
H (1.43713, -5.53171, -0.03285)  0.087
H (-0.29117, -5.32281, 0.30805)  0.084
H (0.80153, -5.88311, 1.56725)  0.087
H (0.15663, -2.40541, 2.63835)  0.073
H (0.03673, -4.10221, 3.09505)  0.087
H (-1.04467, -3.44161, 1.85795)  0.091
H (0.94693, -1.20901, -4.93025)  0.082
H (-0.72387, -0.98401, -4.38235)  0.077
H (-0.35747, -2.10971, -5.68555)  0.085
H (2.22053, -3.25311, -4.29635)  0.089
H (1.02253, -4.17241, -5.21225)  0.084
H (1.41043, -4.63001, -3.55265)  0.080
H (-1.93167, -2.94751, -3.21355)  0.091
H (-1.09027, -4.48501, -3.01405)  0.074
H (-1.48817, -3.90851, -4.62275)  0.083
H (-3.53437, 3.35289, -0.47105)  0.095
H (-3.98167, 4.56369, 1.27555)  0.084
H (-4.41767, 3.86209, 2.82715)  0.087
H (-4.66107, 2.92869, 1.35885)  0.086
H (-1.76167, 5.06559, 2.19305)  0.095
H (-0.72497, 3.80279, 2.82345)  0.008
H (-2.15517, 4.32439, 3.74415)  0.086
H (-3.37517, 1.08329, 2.38795)  0.092
H (-3.10357, 2.02179, 3.85965)  0.087
H (-1.74027, 1.31239, 2.99025)  0.034
Br (1.81133, 3.91399, 3.82625)  0.665
C (0.76713, 2.90289, 5.09335)  -0.916
Br (0.61943, 0.99199, 4.69435)  0.724
H (-0.24257, 3.30939, 5.09115)  -0.004
H (1.24123, 2.99309, 6.06695)  0.008
C (5.96033, 0.12549, 0.86515)  -0.382
S (5.05023, -1.43111, 1.13605)  0.851
C (4.65343, -1.37811, 2.84365)  -0.988
C (4.03333, -0.39231, 3.52115)  -1.062
S (3.69063, 1.23399, 2.97165)  0.602
S (3.64693, -0.73411, 5.20285)  0.866
C (4.11743, -2.41301, 5.19915)  -1.481
S (3.82243, -3.42811, 6.43545)  0.562
S (4.94733, -2.87091, 3.72945)  0.912
H (6.64763, -0.07741, 0.04975)  0.031
H (6.50163, 0.38679, 1.76665)  0.044
H (5.27053, 0.91599, 0.58765)  0.001

Cartesian forces (eV/Å) of the 6 atoms listed first:
Ga 0.200 -0.096 -0.281
C -0.125 0.068 0.209
C -0.050 0.022 -0.131
C 0.041 -0.174 -0.039
C 0.159 0.094 -0.022
C 0.143 -0.041 -0.120

=====

2.
A cluster of 14 separate species, C33H45BrCl28F2NO3PS in total. Source: OMol25; level of theory: ωB97M-V/def2-TZVPD.

The gap between HOMO and LUMO comes out at 7.53 eV. As for the charge: 0. The calculation puts the energy above the lowest of the compared OMol25 structures with the same formula, charge and spin at 1019.8 kJ/mol. The highest occupied orbital energy comes out at -8.3 eV. The value obtained for the total energy is -488801.5868 eV.

Last column: Löwdin charge in e.
Geometry (Å):
C (3.03206, -1.01519, 3.20093)  -0.143
C (2.86169, 0.46402, 2.56335)  -0.248
C (3.31306, 0.49839, 1.02054)  -0.091
C (4.79525, 0.69521, 0.51235)  -0.032
F (5.85324, 0.88404, 1.45364)  -0.047
C (5.08892, 0.70333, -1.03382)  -0.099
O (6.46231, 0.89180, -1.39138)  -0.027
C (3.99715, 0.53425, -2.12318)  -0.077
C (4.23355, 0.57311, -3.70125)  -0.060
C (2.52944, 0.31388, -1.62425)  -0.229
C (2.23450, 0.31474, -0.07426)  -0.320
S (0.43319, 0.05255, 0.35940)  0.921
C (-0.06888, -1.20884, -0.92339)  -0.284
C (-1.06854, -2.38430, -0.59806)  -0.054
C (-1.61259, -2.43238, 0.89649)  -0.274
F (-2.04376, -3.73020, 1.35065)  -0.120
C (-2.73520, -1.28963, 1.21860)  -0.159
C (-3.61588, -0.87052, -0.05362)  -0.138
C (-1.44473, -3.33314, -1.75914)  -0.089
C (-2.44903, -4.54672, -1.53061)  -0.193
C (-4.00970, -4.09329, -1.48240)  -0.686
O (-4.46881, -3.57333, -2.52909)  -0.024
Br (-5.16270, -4.38826, 0.13852)  0.642
C (-0.80419, -3.12083, -3.18565)  -0.227
P (-1.19989, -4.26354, -4.66551)  0.706
O (-2.72502, -4.55133, -4.79545)  -0.498
C (0.20177, -1.95044, -3.49862)  -0.476
Cl (0.96700, -1.64972, -5.11965)  0.593
C (0.56283, -0.98683, -2.34042)  -0.268
N (1.47338, 0.14217, -2.64569)  -0.494
Cl (0.56588, 1.62779, -2.73915)  0.657
H (2.18488, -1.21858, 3.96542)  -0.067
H (4.06300, -1.11003, 3.70894)  0.089
H (2.93828, -1.78429, 2.35886)  0.083
H (1.75556, 0.74822, 2.69555)  0.076
H (3.47986, 1.25005, 3.13769)  0.015
H (6.53810, 0.74195, -2.36128)  0.094
H (5.33436, 0.47793, -4.01704)  0.078
H (3.54697, -0.18330, -4.22296)  0.065
H (3.89691, 1.62291, -4.05910)  0.102
H (-0.71601, -2.14312, 1.57196)  0.094
H (-2.12023, -0.35097, 1.50809)  0.092
H (-3.33354, -1.62526, 2.12932)  0.123
H (-3.02139, -0.48889, -0.94968)  0.089
H (-4.34663, -1.70537, -0.32065)  0.031
H (-4.27078, 0.01857, 0.29030)  -0.003
H (-2.39524, -5.29616, -2.41110)  0.063
H (-2.17567, -5.17501, -0.60325)  0.027
H (-0.44889, -5.49718, -4.48348)  -0.089
H (-0.72836, -3.68047, -5.89816)  -0.009
C (-7.04863, 1.70207, -0.02448)  -1.044
Cl (-6.25192, 1.47575, 1.53844)  0.526
Cl (-6.04490, 1.09846, -1.34947)  0.565
H (-7.99372, 1.16073, -0.02137)  0.031
H (-7.23199, 2.76610, -0.17810)  -0.110
C (0.89343, -3.77457, 5.34701)  -0.968
Cl (-0.02393, -3.84260, 3.83654)  0.565
Cl (1.54827, -2.15578, 5.62635)  0.602
H (0.23422, -4.03695, 6.17314)  0.029
H (1.71758, -4.48439, 5.29266)  0.034
C (0.25435, -7.99375, -2.62594)  -0.965
Cl (0.09483, -6.23450, -2.71859)  0.584
Cl (-1.04372, -8.78644, -3.52185)  0.528
H (1.21297, -8.28674, -3.05167)  0.036
H (0.20563, -8.30049, -1.58197)  -0.015
C (-0.70726, -7.21712, 2.03414)  -0.998
Cl (-0.43437, -8.96180, 2.11506)  0.518
Cl (-0.52743, -6.61835, 0.38025)  0.584
H (-1.71667, -6.99996, 2.38080)  0.037
H (0.01830, -6.71501, 2.67257)  0.003
C (9.58833, 1.82458, -1.01296)  -1.035
Cl (10.39323, 1.60440, 0.54522)  0.503
Cl (10.58483, 1.20998, -2.33877)  0.491
H (8.64190, 1.28504, -1.00204)  -0.008
H (9.40584, 2.88663, -1.17025)  0.031
C (-5.59156, -0.57047, -4.58055)  -1.031
Cl (-4.53752, 0.79999, -4.95689)  0.493
Cl (-6.75635, -0.85604, -5.87940)  0.505
H (-4.97972, -1.46270, -4.45109)  0.021
H (-6.13322, -0.35799, -3.66080)  -0.027
C (-8.83040, 5.19584, -0.99648)  -0.980
Cl (-9.67630, 4.05954, 0.06170)  0.537
Cl (-7.33244, 4.49565, -1.62409)  0.571
H (-9.47941, 5.44949, -1.83327)  0.030
H (-8.59033, 6.09443, -0.43009)  0.031
C (-4.91314, -8.09113, -3.87886)  -1.004
Cl (-4.51075, -7.57293, -2.23662)  0.521
Cl (-4.40086, -9.76029, -4.16568)  0.485
H (-5.99111, -8.02345, -4.01672)  0.029
H (-4.40805, -7.43795, -4.58975)  0.029
C (4.01937, 4.07212, 4.18104)  -1.030
Cl (5.19415, 3.07709, 3.31317)  0.578
Cl (2.37357, 3.58724, 3.77577)  0.542
H (4.17364, 3.95325, 5.25156)  -0.024
H (4.16043, 5.11498, 3.90261)  -0.050
C (-2.06951, 2.92947, -7.15413)  -1.034
Cl (-1.28240, 2.73897, -5.58308)  0.472
Cl (-1.03806, 2.33753, -8.46218)  0.498
H (-3.00042, 2.36388, -7.15413)  0.003
H (-2.27903, 3.98532, -7.31921)  0.027
C (3.33827, 8.38175, 3.26060)  -1.006
Cl (2.50288, 7.23924, 4.31797)  0.489
Cl (4.84235, 7.69249, 2.63665)  0.529
H (2.68782, 8.62896, 2.42294)  0.035
H (3.56972, 9.28325, 3.82685)  -0.014
C (3.71114, 6.49006, 8.18845)  -1.017
Cl (4.91166, 5.51117, 7.33726)  0.540
Cl (2.06526, 5.99158, 7.77684)  0.495
H (3.85746, 6.37376, 9.26126)  0.029
H (3.84436, 7.53433, 7.90883)  -0.007
C (1.84443, 11.13291, 6.37015)  -0.995
Cl (2.11903, 9.38835, 6.45238)  0.513
Cl (2.05209, 11.73514, 4.72085)  0.521
H (0.82888, 11.34704, 6.69976)  0.030
H (2.55751, 11.63504, 7.02239)  0.030

Cartesian forces (eV/Å) of the 6 atoms listed first:
C -0.094 0.534 -0.315
C 0.563 -0.179 -0.212
C 0.574 0.156 -2.818
C -2.845 -0.302 -1.881
F -2.468 -0.574 -2.483
C -1.617 -0.185 1.105